[1]
Below is a 2-piece molecular cluster, C17H27N7O5S overall, with properties calculated with ωB97M-V with the def2-TZVPD basis set.

Geometry as XYZ:
```
57
Properties=species:S:1:pos:R:3:forces:R:3
C 0.895 3.108 4.338 0.1662 -0.1323 -0.0775
C 0.860 1.604 4.618 -0.5063 0.4875 -0.2150
C -0.570 1.120 4.884 0.6406 0.0559 0.1604
O -1.386 1.290 3.716 -0.3470 -0.5709 0.2066
C -2.026 0.055 3.375 0.5020 0.5950 0.1774
N -1.418 -0.407 2.116 -0.9064 -0.0675 0.8343
C -1.763 0.131 0.886 0.8452 -1.0074 -0.4746
N -1.151 -0.463 -0.110 0.0663 0.0859 0.3569
C -0.358 -1.436 0.504 -0.7179 1.1505 0.0379
C 0.517 -2.387 0.018 0.2515 -0.5722 -1.8968
N 0.746 -2.510 -1.308 -0.5563 0.5236 -0.7028
N 1.147 -3.260 0.770 0.3674 -0.4605 1.5307
C 0.939 -3.161 2.085 -0.9472 1.1137 -0.2677
N 0.127 -2.268 2.665 0.3004 -0.4461 1.4266
C -0.514 -1.419 1.865 0.3547 -0.3017 -0.2570
C -1.873 -0.865 4.586 -0.1247 -0.7978 0.8637
O -2.970 -0.689 5.491 0.2561 0.1411 -0.2739
C -0.608 -0.366 5.267 0.5671 0.3093 0.1831
O -0.675 -0.571 6.694 0.2542 0.0804 -0.4344
H 0.495 3.667 5.190 0.0429 -0.0079 -0.1182
H 1.926 3.432 4.162 -0.1601 0.0675 0.0207
H 0.302 3.348 3.449 0.0778 -0.0156 0.1773
H 1.275 1.063 3.761 -0.0723 -0.1011 0.1092
H 1.486 1.387 5.489 -0.0655 -0.1190 0.0339
H -1.009 1.705 5.699 -0.0467 -0.0189 -0.0142
H -3.098 0.210 3.217 0.2344 0.1988 -0.1715
H -2.459 0.955 0.758 0.1197 -0.2096 0.3071
H 0.075 -2.017 -1.897 0.3555 -0.3703 -0.1917
H 1.057 -3.433 -1.577 0.0187 0.2232 -0.2029
H 1.458 -3.862 2.733 -0.1005 0.1155 -0.0482
H -1.795 -1.919 4.304 0.0102 0.1490 -0.0929
H -2.601 -0.792 6.393 -0.2236 0.1017 -0.6214
H 0.262 -0.887 4.855 -0.1172 -0.0013 0.0085
H 0.172 -0.337 7.114 -0.5199 -0.1571 -0.4606
C -0.028 -0.338 -7.696 0.4805 0.1647 0.2426
N 0.296 -0.019 -6.307 -0.9393 -0.1823 0.4059
C 1.404 0.617 -5.908 0.4780 0.4210 -0.8688
O 2.268 0.977 -6.702 -0.0384 -0.0728 0.4797
C 1.599 0.938 -4.411 -0.3002 -0.4444 0.4051
C 2.454 -0.135 -3.716 0.1254 0.1705 -0.3253
S 2.963 0.411 -2.061 -0.1504 -0.3673 0.1997
N 0.372 1.209 -3.636 0.7018 0.7243 -0.6055
C -0.652 0.383 -3.417 -0.8819 -0.3131 0.3968
C -1.880 1.004 -2.795 0.1498 -0.0736 0.2070
O -0.654 -0.802 -3.733 0.2812 -0.4052 -0.2399
H 0.324 0.460 -8.354 0.0099 -0.1083 0.1364
H -1.107 -0.446 -7.814 0.1072 0.0124 0.1584
H 0.462 -1.270 -7.982 -0.0426 0.0203 -0.1572
H -0.321 -0.364 -5.579 0.1520 -0.1311 -0.1942
H 2.189 1.854 -4.403 -0.2073 0.0395 -0.0976
H 1.883 -1.061 -3.627 0.0929 0.1081 0.2379
H 3.342 -0.339 -4.317 -0.1151 0.0215 0.0102
H 3.866 1.316 -2.451 0.0560 0.0371 -0.1544
H 0.273 2.141 -3.272 0.0327 -0.0113 -0.0876
H -1.589 1.586 -1.923 -0.1275 0.1216 0.0392
H -2.556 0.208 -2.485 0.1436 0.1232 -0.0394
H -2.371 1.646 -3.524 -0.0276 0.1035 -0.0619
```
Forces are in eV/Å.

As for the SMILES: CC[C@H]1O[C@@H](n2cnc3c(N)ncnc32)[C@H](O)[C@@H]1O.CNC(=O)[C@H](CS)NC(C)=O. The calculation puts the molar mass at 441.514 g/mol. The HOMO-LUMO gap comes out at 9.11 eV. As for the spin multiplicity: 1. As for the charge: 0. The value obtained for the HOMO energy is -8.6 eV.

[2]
Below is C44H20ClN8O7Zr as an isolated structure, with properties calculated with ωB97M-V with the def2-TZVPD basis set.

Geometry as XYZ:
```
81
Properties=species:S:1:pos:R:3:forces:R:3
Zr -0.029 -0.281 -0.147 0.2861 -0.0903 0.1658
C 0.664 -3.682 6.416 0.0131 0.0103 0.0057
C 1.744 -2.856 6.729 -0.0176 -0.0226 0.0058
C 2.097 -1.787 5.917 -0.0066 0.0291 -0.0397
C 1.350 -1.559 4.768 0.0126 0.0565 -0.0409
C 1.396 -0.578 3.667 0.0517 -0.0261 0.0879
N 0.304 -0.810 2.799 -0.1431 -0.0061 -0.0992
C -0.346 -1.838 3.249 -0.0031 -0.0420 0.0495
N -1.506 -2.414 2.779 0.0443 -0.0402 0.0825
C -2.228 -1.882 1.866 0.0234 0.1333 -0.0681
C -3.584 -2.400 1.557 -0.0017 -0.0265 0.0255
C -4.260 -3.530 1.971 0.0015 -0.0521 0.0044
C -5.567 -3.692 1.522 0.0156 0.0053 0.0086
C -6.175 -2.735 0.711 0.0187 0.0164 -0.0062
C -5.492 -1.587 0.322 -0.0200 0.0012 -0.0270
C -4.188 -1.452 0.754 -0.0228 0.0496 -0.0180
C -3.182 -0.385 0.546 0.0627 -0.0547 -0.0007
N -3.488 0.724 -0.082 -0.0605 0.0063 -0.0443
C -2.610 1.742 -0.101 0.0435 0.0749 0.0050
N -1.340 1.747 0.257 -0.1402 0.0105 0.0446
C -0.873 3.090 0.148 0.0165 0.0655 0.0251
N 0.252 3.555 0.532 -0.0010 -0.0682 0.0071
C 1.128 2.581 0.990 -0.0430 0.0157 -0.1054
N 1.282 1.411 0.298 -0.0504 0.1383 0.0197
C 1.843 0.491 1.070 0.0975 -0.0919 0.1223
N 2.185 1.112 2.232 0.0341 0.1224 -0.0319
C 2.289 0.408 3.447 -0.0441 -0.0617 0.0007
C 3.329 0.843 4.382 0.0040 -0.0540 -0.0165
C 3.530 2.119 4.734 -0.0375 0.0579 -0.0131
C 2.771 3.294 4.317 0.0251 -0.0393 0.0004
C 1.993 3.425 3.227 0.0080 -0.0244 -0.0241
C 1.779 2.464 2.186 -0.0059 0.0318 0.1201
C -1.971 3.925 -0.380 -0.0199 -0.0365 0.0090
C -2.056 5.270 -0.680 0.0461 -0.0026 -0.0169
C -3.273 5.739 -1.162 -0.0081 0.0136 -0.0035
C -4.365 4.888 -1.323 0.0082 0.0047 0.0038
C -4.273 3.538 -1.005 0.0207 -0.0307 -0.0138
C -3.055 3.082 -0.539 -0.0398 -0.0094 0.0348
N -2.011 -0.726 1.124 0.0667 0.0168 -0.0577
C 0.263 -2.381 4.472 -0.0125 -0.0288 0.0021
C -0.096 -3.445 5.280 -0.0050 -0.0127 -0.0043
H 0.415 -4.506 7.072 0.0053 0.0003 0.0030
H 2.314 -3.051 7.629 0.0079 0.0072 -0.0035
H 2.923 -1.148 6.193 0.0059 -0.0141 0.0263
H -3.781 -4.258 2.612 0.0002 0.0076 0.0007
H -6.123 -4.575 1.809 -0.0082 0.0031 -0.0041
H -7.195 -2.889 0.382 -0.0007 -0.0060 0.0009
H -5.951 -0.828 -0.297 -0.0012 -0.0033 0.0041
H 3.956 0.073 4.814 0.0127 0.0129 0.0135
H 4.320 2.309 5.454 -0.0033 0.0071 0.0044
H 2.865 4.164 4.956 0.0297 -0.0180 0.0222
H 1.500 4.376 3.062 -0.0104 -0.0092 -0.0205
H -1.202 5.922 -0.558 -0.0024 -0.0024 0.0069
H -3.374 6.785 -1.424 -0.0078 -0.0029 0.0005
H -5.296 5.287 -1.705 0.0014 0.0009 -0.0013
H -5.107 2.859 -1.123 -0.0063 0.0114 0.0005
H -0.946 -4.064 5.023 -0.0032 0.0119 -0.0123
Cl 0.635 -7.458 -2.315 0.0000 0.0106 0.0084
C 0.519 -5.907 -1.524 0.0191 -0.0018 0.0233
C 1.246 -5.681 -0.343 -0.0061 -0.0198 -0.0309
C 1.171 -4.478 0.303 0.0222 0.0292 0.0283
C 0.375 -3.418 -0.204 -0.0288 -0.0126 -0.0276
O 0.306 -2.305 0.433 0.0154 0.0678 -0.0054
C -0.358 -3.674 -1.392 0.0019 -0.0280 0.0197
C -1.275 -2.708 -1.912 -0.0709 0.0782 -0.0455
O -1.452 -1.558 -1.503 0.0479 -0.0594 -0.0159
C -0.277 -4.924 -2.035 -0.0197 0.0026 -0.0185
H 1.869 -6.474 0.049 -0.0002 0.0019 0.0010
H 1.729 -4.293 1.212 0.0028 -0.0022 -0.0066
H -1.904 -3.047 -2.750 -0.0044 0.0019 -0.0023
H -0.851 -5.096 -2.938 0.0020 0.0009 0.0021
O 2.407 1.005 -5.815 0.0124 -0.0083 -0.0275
C 1.910 0.722 -4.759 -0.0193 0.0076 0.0336
C 2.405 -0.352 -3.781 -0.0845 -0.0001 0.0087
O 3.346 -1.093 -3.955 0.0450 0.0062 -0.0127
C 1.477 -0.265 -2.657 0.0977 -0.1047 -0.0134
C 0.498 0.690 -2.865 -0.0706 -0.0001 -0.0508
O -0.400 0.853 -1.950 -0.0995 -0.0262 -0.1137
C 0.658 1.366 -4.149 0.0460 -0.0084 0.0110
O -0.014 2.238 -4.655 -0.0115 0.0090 -0.0112
O 1.438 -0.951 -1.554 -0.1337 0.0096 0.0055
```
Forces are in eV/Å.

The relative energy (zero: lowest compared OMol25 entry of this formula, charge and spin) is 4.042 eV. The calculation puts the molar mass at 899.370 g/mol. The HOMO-LUMO gap comes out at 5.68 eV. As for the spin multiplicity: 1. As for the charge: -1. The value obtained for the HOMO energy is -5.0 eV.